The following is a quantum chemistry calculation of a cluster of 2 separate species, C12H17Br2NO2P in total at a distorted geometry, from the Open Molecules 2025 dataset.

XYZ file:
```
35
Properties=species:S:1:pos:R:3:forces:R:3
C 2.3871 -4.0469 1.1845 -0.097 -0.199 0.295
C 2.4440 -2.9544 0.6856 -0.312 -0.128 -0.085
C 2.3958 -1.6149 0.1600 0.357 0.326 0.159
P 0.7832 -0.6759 0.7670 1.205 0.252 0.421
O -0.1723 -1.6973 -0.2915 0.268 -0.381 0.586
C -1.1679 -2.2640 0.5106 -0.331 0.597 -0.827
C -1.6191 -1.1070 1.4653 0.692 -0.371 1.648
C -3.0743 -0.7605 1.5803 -0.210 0.332 -0.927
Br -3.6948 -0.5676 3.3899 0.005 -0.040 -0.113
C -3.9758 -0.5588 0.6185 0.200 0.091 0.547
C -5.4278 -0.2524 0.8294 0.043 -0.411 -0.437
Br -3.4336 -0.6261 -1.1988 0.028 0.046 -0.006
O -0.7552 -0.0079 1.3111 -0.548 -0.192 -0.620
H 2.2191 -4.9408 1.7340 0.145 -0.067 -0.136
H 3.2963 -1.1193 0.5370 -0.047 0.343 -0.159
H 2.4297 -1.6394 -0.9276 -0.073 0.084 -0.110
H 0.7524 -1.6112 1.8676 -0.512 -0.270 -0.219
H 1.5414 0.1849 1.6802 -0.025 0.096 -0.193
H 0.9273 0.3310 -0.2475 -0.308 -0.273 -0.275
H -0.8339 -3.0835 1.1490 0.319 -0.121 -0.075
H -1.9244 -2.6630 -0.1638 -0.345 0.085 0.160
H -1.3797 -1.5059 2.4606 -0.204 -0.153 0.055
H -5.8819 0.0351 -0.1131 -0.060 0.243 0.008
H -5.5650 0.5117 1.5846 -0.071 0.136 0.071
H -5.9359 -1.1640 1.1460 -0.084 -0.003 0.211
N 3.1834 3.8781 -1.3567 0.024 -0.033 -0.051
C 2.6418 2.6226 -1.2804 0.037 0.024 0.069
C 1.9740 2.3839 -2.4494 0.018 0.007 -0.103
C 2.1236 3.5392 -3.2669 0.009 -0.025 0.014
C 2.8754 4.4439 -2.5652 0.013 0.033 0.029
H 3.7223 4.3157 -0.6345 0.001 -0.002 0.027
H 2.7716 2.0103 -0.4037 -0.094 -0.028 0.000
H 1.4372 1.4817 -2.6881 -0.026 -0.008 0.049
H 1.7220 3.6885 -4.2556 -0.005 0.003 -0.005
H 3.2141 5.4342 -2.8184 -0.014 0.007 -0.008
```
Positions in Å, forces in eV/Å.

Calculated values
Gap between HOMO and LUMO ... 7.14 eV
Total charge ... -1

The following is a quantum chemistry calculation of a structure of composition C12H17Cl16N2O6S2 at a distorted geometry, from the Open Molecules 2025 dataset.

XYZ file:
```
55
Properties=species:S:1:pos:R:3:forces:R:3
C -0.0995 3.7660 -2.1005 0.288 -0.409 0.544
C -0.3465 2.7678 -0.9827 -1.808 -0.035 0.830
O -1.4862 2.6164 -0.5406 1.948 0.044 -0.869
N 0.7498 1.9877 -0.5178 -0.372 0.422 -0.394
C 1.0815 0.8728 -1.4229 -0.328 -0.789 0.428
C 0.8684 -0.4626 -0.7173 0.087 -0.018 -0.285
C -0.5890 -0.7098 -0.3585 -0.162 0.376 0.350
C -0.9808 -0.4875 1.0949 0.081 0.092 -0.034
S -0.3290 -1.6911 2.2507 -0.407 -1.265 0.163
O -0.9838 -1.4639 3.5176 0.083 0.542 0.054
O -0.6646 -2.9680 1.6436 0.369 0.001 -0.318
N 1.2810 -1.6362 2.3599 -0.489 0.849 -0.120
S 1.8836 -0.3088 3.0299 0.240 0.289 0.920
O 1.4971 0.9311 2.3720 -0.105 -0.192 -0.517
O 1.7546 -0.2434 4.4687 0.060 -0.271 0.082
C 3.6437 -0.5004 2.7129 -0.223 0.092 -0.654
C 3.9974 -1.3175 1.4750 0.951 0.021 0.314
O 4.9187 -2.3712 1.7970 -0.186 0.126 -0.218
H 0.8912 4.2039 -2.0299 0.120 0.174 0.065
H -0.8726 4.5172 -2.0819 -0.167 0.202 -0.183
H -0.1231 3.2043 -3.0319 -0.109 0.049 -0.062
H 1.5453 2.5850 -0.3519 0.167 -0.015 -0.016
H 2.1131 0.9045 -1.7637 0.159 0.365 -0.099
H 0.4220 0.9062 -2.2928 0.061 0.063 -0.254
H 1.1931 -1.2803 -1.3556 0.220 0.080 -0.270
H 1.5158 -0.4621 0.1496 -0.030 -0.106 0.270
H -0.9272 -1.6999 -0.6478 0.150 -0.255 -0.012
H -1.1838 -0.0060 -0.9407 -0.251 0.048 -0.061
H -0.8175 0.5233 1.4473 0.429 0.138 0.050
H -2.0483 -0.6544 1.1766 -0.070 -0.229 0.181
H 3.9825 0.5170 2.5558 -0.077 0.296 0.179
H 4.1381 -0.8684 3.6006 -0.098 -0.362 0.154
H 4.5275 -0.6835 0.7705 0.004 0.106 -0.214
H 3.1177 -1.7156 0.9965 -0.253 -0.012 -0.013
H 4.3915 -3.1658 1.8612 -0.062 -0.355 0.165
C -3.2021 0.9895 4.5182 0.268 -0.111 -0.085
Cl -3.7377 0.1304 3.0730 -0.234 0.121 0.109
Cl -4.3408 2.3125 4.8635 -0.059 0.043 0.024
Cl -3.1759 -0.1245 5.8880 -0.023 0.008 0.015
Cl -1.5942 1.6463 4.2550 -0.041 0.001 0.006
C -5.1672 -1.9305 -0.0377 0.153 -0.087 0.126
Cl -4.1830 -0.4980 -0.3198 -0.158 0.136 -0.182
Cl -4.2487 -3.0596 0.9512 0.013 0.018 -0.013
Cl -6.6574 -1.4699 0.8000 -0.022 0.002 -0.014
Cl -5.5766 -2.6850 -1.5888 -0.031 -0.003 -0.021
C -2.3443 4.2089 -5.8497 -0.019 -0.029 -0.006
Cl -3.5629 3.1886 -6.6199 -0.006 -0.010 -0.022
Cl -0.8779 3.2590 -5.5766 -0.062 0.021 -0.128
Cl -1.9655 5.5735 -6.9094 0.010 0.014 -0.010
Cl -2.9700 4.8089 -4.3166 0.025 -0.020 0.013
C 3.1060 -4.3896 -2.2482 -0.011 0.039 0.120
Cl 2.5635 -3.5261 -0.8193 -0.042 -0.200 -0.013
Cl 3.4671 -3.2319 -3.5397 0.010 0.015 -0.035
Cl 4.5672 -5.3152 -1.8723 0.017 -0.006 -0.015
Cl 1.8390 -5.4942 -2.7947 -0.008 -0.015 -0.023
```
Positions in Å, forces in eV/Å.

Calculated values
Gap between HOMO and LUMO ... 7.32 eV
Total charge ... -1

The following is a quantum chemistry calculation of a cluster of 4 separate species, C12H17Cl6NO2 in total at a distorted geometry, from the Open Molecules 2025 dataset.

XYZ file:
```
38
Properties=species:S:1:pos:R:3:forces:R:3
Cl -22.8680 -18.8191 -22.4753 -0.769 -0.192 0.211
C -22.2223 -19.0575 -24.1310 1.094 -0.667 1.392
C -23.2017 -19.1707 -25.2563 0.214 1.680 -0.009
Cl -23.9773 -17.5481 -25.3361 -0.712 0.187 -0.176
H -21.6068 -19.9478 -24.0023 -0.027 -0.029 -0.469
H -21.5642 -18.1886 -24.1366 -0.056 -0.155 -1.097
H -23.9844 -19.9260 -25.1850 0.373 0.010 0.058
H -22.6450 -19.1485 -26.1932 -0.052 -0.838 0.092
Cl -18.7852 -14.2903 -17.8524 0.323 0.114 -0.722
C -17.8160 -13.7334 -19.3047 0.088 0.324 0.970
C -16.5169 -14.5758 -19.3877 -1.603 1.199 -0.250
Cl -15.3845 -13.6866 -20.4105 0.340 0.047 -0.625
H -17.6348 -12.6699 -19.1494 0.228 -0.175 0.188
H -18.4564 -13.7942 -20.1846 0.180 -0.428 0.058
H -16.8831 -15.4675 -19.8965 0.977 -0.446 0.435
H -16.0007 -14.6311 -18.4293 -0.530 -0.644 -0.105
Cl -18.8670 -20.1406 -21.1366 -0.379 -0.378 1.011
C -18.6550 -18.7921 -22.2261 0.837 -0.316 -1.462
C -18.0186 -17.5574 -21.5912 -1.460 -0.424 -0.813
Cl -17.8681 -16.3708 -22.9764 0.361 -0.347 0.888
H -19.5725 -18.5987 -22.7820 -0.169 0.310 0.580
H -18.0189 -19.2427 -22.9879 0.319 0.534 -0.068
H -17.0864 -17.8053 -21.0835 0.043 0.382 -0.323
H -18.7725 -17.1470 -20.9194 0.408 0.235 0.202
C -18.3666 -20.1645 -30.6274 1.421 1.236 -0.707
C -18.3323 -18.8580 -30.0081 0.603 -2.122 -2.166
C -18.5956 -18.7648 -28.6950 -0.082 1.073 1.767
C -18.9877 -19.8661 -27.9694 0.481 -3.107 -0.863
C -18.9632 -21.1626 -28.5673 -0.506 1.937 0.370
C -18.5778 -21.2942 -29.9238 -1.936 -0.688 3.543
N -19.2354 -19.8366 -26.5317 -1.566 -0.366 1.217
O -18.6174 -19.0493 -25.8367 -0.224 -0.340 -0.551
O -20.1128 -20.6148 -26.0854 1.573 1.163 -0.848
H -18.0084 -20.4468 -31.6064 -0.140 1.202 -0.646
H -17.9498 -17.9791 -30.5057 -0.222 -0.134 -0.399
H -18.4320 -17.8170 -28.2037 -0.230 0.075 0.202
H -19.3417 -21.9949 -27.9926 0.302 -0.111 0.092
H -18.6601 -22.3278 -30.2260 0.498 0.202 -0.978
```
Positions in Å, forces in eV/Å.

Calculated values
Energy relative to the best compared isomer or geometry (same formula, charge and spin) ... 1.3329 eV
Gap between HOMO and LUMO ... 9.38 eV

The following is a quantum chemistry calculation of a cluster of 3 separate species, C12H17ClF2N3O6 in total, from the Open Molecules 2025 dataset.

XYZ file:
```
41
Properties=species:S:1:pos:R:3:forces:R:3
C 1.4970 -1.7371 2.8323 -0.350 0.088 -0.010
C 1.0003 -2.0451 1.4147 0.138 0.015 0.030
N -0.4150 -1.6085 1.2238 0.020 0.003 -0.085
C -0.5868 -0.2794 1.1015 -0.202 0.137 0.025
C -1.8414 0.2416 0.9116 -0.114 -0.274 -0.045
F -1.9742 1.5504 0.8010 -0.020 0.038 0.017
C -2.9488 -0.5985 0.8454 0.159 0.023 0.166
C -4.3230 -0.0513 0.5503 0.016 -0.128 -0.200
O -4.5521 0.6066 -0.4069 -0.039 -0.100 0.084
O -5.3277 -0.4968 1.3737 0.093 0.282 0.064
Cl -4.8907 -0.4076 3.0086 -0.072 -0.143 -0.041
C -2.7356 -1.9604 0.9883 0.136 0.137 0.013
C -1.4565 -2.4632 1.1824 0.019 0.102 0.061
C -1.2768 -3.9581 1.3586 -0.026 -0.127 -0.036
C -1.2659 -4.7066 0.0326 -0.185 0.107 0.033
F -2.3624 -4.3783 2.1200 0.068 0.069 -0.140
H 2.1080 -0.8375 2.8416 0.080 -0.062 0.044
H 2.0603 -2.5733 3.2381 0.136 0.059 -0.061
H 0.6510 -1.5634 3.5011 0.046 -0.079 0.004
H 1.0723 -3.0993 1.1756 -0.065 0.017 -0.052
H 1.5674 -1.5007 0.6611 0.031 -0.066 0.012
H 0.2771 0.3696 1.1354 0.053 -0.128 -0.028
H -3.5621 -2.6581 0.9650 -0.013 0.050 0.035
H -0.3848 -4.1882 1.9392 -0.069 0.025 0.103
H -1.9096 -4.2209 -0.7013 -0.002 -0.032 0.008
H -1.6544 -5.7090 0.2095 0.165 -0.030 0.010
H -0.2586 -4.7750 -0.3767 -0.001 0.010 0.001
C 0.3141 3.1920 -1.4617 -0.010 0.142 -0.041
N 1.5064 2.4817 -0.9262 0.076 0.032 -0.064
O 2.5773 3.0205 -1.0054 0.108 -0.015 0.057
O 1.3287 1.3719 -0.4321 -0.123 0.018 -0.004
H 0.6424 4.1399 -1.8712 0.036 -0.022 -0.018
H -0.1187 2.5604 -2.2318 -0.013 -0.032 0.028
H -0.3796 3.3240 -0.6364 -0.016 -0.063 0.005
C 4.5645 4.5301 -3.7603 0.006 -0.079 -0.060
N 3.1627 4.9248 -3.4567 -0.021 0.000 0.005
O 2.2686 4.1874 -3.8272 -0.022 -0.072 -0.023
O 2.9988 5.9592 -2.8519 -0.012 0.008 0.054
H 4.5447 3.5890 -4.2956 -0.026 0.003 -0.002
H 4.9998 5.3239 -4.3595 0.014 0.033 0.045
H 5.0833 4.4430 -2.8107 0.005 0.052 0.007
```
Positions in Å, forces in eV/Å.

Calculated values
Gap between HOMO and LUMO ... 8.39 eV
Total charge ... +1

The following is a quantum chemistry calculation of a structure of composition C12H17CoIN2 at a distorted geometry, from the Open Molecules 2025 dataset.

XYZ file:
```
33
Properties=species:S:1:pos:R:3:forces:R:3
C 2.7190 1.6477 -0.5137 1.841 1.839 -0.380
C 1.3423 -1.4578 -1.8352 1.053 -1.225 -1.005
H 2.4683 2.1987 -1.4346 -0.203 0.054 0.034
H 3.7230 1.2301 -0.6808 -0.049 -0.024 0.156
H 2.8101 2.4043 0.2842 0.312 -0.429 -0.707
H 0.8347 -2.3603 -1.4461 0.290 0.578 -0.286
H 0.8226 -1.0803 -2.7249 -0.147 -0.166 -0.061
H 2.3604 -1.7408 -2.1555 -0.274 -0.211 -0.206
Co 1.6620 0.0645 -0.7132 -1.696 -0.743 1.088
C 2.7491 -0.9108 0.6187 1.545 -0.858 0.064
H 2.8915 -1.9361 0.2280 0.013 0.380 0.021
H 2.4386 -1.0235 1.6763 -0.284 0.420 -0.796
H 3.7417 -0.4201 0.6400 -0.446 -0.328 0.053
I 1.0100 1.4931 1.6423 -0.680 0.974 2.019
N 0.0314 1.2580 -1.4247 -0.593 0.869 -0.728
C -1.2224 1.1009 -0.7014 -0.454 0.481 -0.140
C -2.2244 2.0551 -0.6121 0.799 -0.560 -0.419
C -3.3301 1.8160 0.2356 -0.200 -0.407 0.194
C -3.4302 0.6445 0.9663 -0.177 0.234 -0.197
C -2.4149 -0.3454 0.9105 0.397 0.697 -0.898
C -2.3455 -1.4948 1.7258 0.017 -0.257 0.226
C -1.2073 -2.2647 1.7246 -0.069 -0.117 -0.067
C -0.1187 -1.8945 0.9119 -0.479 1.028 -0.590
N -0.1760 -0.8290 0.1270 -0.460 -0.951 0.645
C -1.3134 -0.0903 0.0390 0.082 -0.577 1.471
H -0.1126 0.9651 -2.3940 0.031 -0.038 0.122
H 0.2653 2.2578 -1.4697 -0.029 -0.470 0.158
H -2.1377 2.9798 -1.1976 -0.097 -0.353 0.390
H -4.1137 2.5752 0.3038 0.270 -0.307 0.030
H -4.2835 0.4682 1.6192 0.121 0.134 -0.120
H -3.1951 -1.7295 2.3696 0.284 0.020 -0.098
H -1.0746 -3.1436 2.3465 -0.302 0.123 0.038
H 0.8302 -2.4375 0.9342 -0.416 0.190 -0.011
```
Positions in Å, forces in eV/Å.

Calculated values
Energy relative to the best compared isomer or geometry (same formula, charge and spin) ... 3.8983 eV
<S²> ... 3.80
Spin multiplicity ... 4
Gap between HOMO and LUMO (alpha / beta) ... 6.49 / 6.99 eV

The following is a quantum chemistry calculation of a structure of composition C12H17MnN2O6S at a distorted geometry, from the Open Molecules 2025 dataset.

XYZ file:
```
39
Properties=species:S:1:pos:R:3:forces:R:3
Mn 0.5386 0.8261 0.3667 -0.932 0.815 -0.656
O -2.1137 4.0680 -0.7756 -0.319 0.481 -0.233
C -1.2608 3.2739 -0.1882 0.359 -0.524 0.395
O -1.2336 2.0681 -0.3665 0.320 -0.453 0.405
C -0.2800 3.9907 0.7229 0.175 0.055 -0.063
O 0.5142 3.0817 1.4536 0.035 -0.039 -0.722
C 0.1181 2.8578 2.8113 -0.358 -0.923 0.685
C -0.5057 1.4188 2.9435 -0.124 2.179 0.203
O -1.4915 1.2449 3.6150 -0.027 -0.243 0.201
O 0.1508 0.5627 2.2639 0.727 -1.686 -1.400
H -2.7169 3.5944 -1.3773 0.238 -0.079 0.209
H -0.8287 4.6787 1.3751 0.082 -0.081 -0.103
H 0.3937 4.5827 0.0885 -0.206 -0.039 0.050
H -0.6016 3.6010 3.1580 0.112 0.013 -0.128
H 1.0256 2.8956 3.4265 -0.206 0.067 -0.137
S 1.4274 1.5113 -2.0764 -0.281 -0.242 0.510
C 2.1356 0.0343 -1.7478 -0.138 0.790 -0.416
N 2.5326 -0.8025 -2.7537 0.263 -0.596 0.452
C 2.9341 -2.0737 -2.4972 -0.161 0.342 0.348
C 3.0023 -2.4948 -1.1989 0.203 0.083 0.024
C 2.7306 -1.5575 -0.1849 -0.175 0.501 -0.618
N 2.2954 -0.3316 -0.4542 -0.190 -1.014 0.626
H 2.4641 -0.4575 -3.7046 -0.050 -0.010 0.110
H 3.1849 -2.6918 -3.3440 -0.004 -0.040 -0.090
H 3.2956 -3.4988 -0.9473 0.105 -0.083 -0.055
H 2.8743 -1.8013 0.8556 -0.104 -0.065 0.181
C -2.5946 -2.3057 -0.4866 0.242 0.148 0.047
C -1.6558 -3.1487 0.3748 0.128 0.156 -0.163
C -0.6097 -2.1291 0.8194 0.022 -0.227 0.651
O -0.5989 -1.0809 -0.1730 0.627 0.587 0.271
C -1.6265 -1.3306 -1.1414 -0.302 0.177 -0.487
H -3.3039 -1.7699 0.1414 -0.058 0.049 0.004
H -3.1415 -2.8964 -1.2164 -0.045 0.027 -0.043
H -1.2001 -3.9404 -0.2231 -0.009 0.006 0.023
H -2.1655 -3.6023 1.2191 0.041 -0.043 0.074
H 0.3950 -2.5578 0.8676 -0.053 0.013 0.063
H -0.8495 -1.6752 1.7878 0.090 -0.060 -0.223
H -1.1570 -1.7739 -2.0288 -0.100 0.064 0.023
H -2.0771 -0.3719 -1.4063 0.074 -0.104 -0.019
```
Positions in Å, forces in eV/Å.

Calculated values
Energy relative to the best compared isomer or geometry (same formula, charge and spin) ... 1.6159 eV
<S²> ... 1.00
Spin multiplicity ... 2
Gap between HOMO and LUMO (alpha / beta) ... 7.35 / 7.32 eV
Total charge ... +1

The following is a quantum chemistry calculation of a cluster of 2 separate species, C12H17N in total at a distorted geometry, from the Open Molecules 2025 dataset.

XYZ file:
```
30
Properties=species:S:1:pos:R:3:forces:R:3
C -2.3136 2.0525 0.7228 0.961 -0.324 -0.045
C -0.7781 -0.3783 -1.8308 -0.500 3.665 0.694
C -1.2980 -0.0036 -0.5193 -0.283 -3.463 -0.008
C -1.7982 1.3137 -0.5139 1.915 0.892 -2.324
C -1.4183 1.7568 -1.8191 -2.383 2.406 2.925
C -0.3960 -1.6094 -2.2380 0.612 -1.218 -1.701
C -0.4205 -2.5815 -1.2698 -0.893 1.067 0.768
C -1.4290 -1.0805 0.3966 0.793 -1.100 0.837
C -0.9269 -2.3653 0.0108 -0.784 0.867 1.005
N -0.7593 0.8336 -2.5694 -0.510 -1.464 -0.246
H -0.6058 0.8090 -3.5887 -0.328 0.474 1.106
H -0.1592 -1.8968 -3.3237 -0.128 0.766 1.801
H -1.7967 2.7875 -2.0468 1.131 -1.119 -0.837
H -0.1315 -3.5229 -1.5454 0.690 -2.398 -0.496
H -1.7978 -0.9747 1.4747 0.372 0.103 -1.814
H -3.1892 1.4598 1.1116 0.888 0.977 0.007
H -2.5368 3.1120 0.5290 -0.499 -0.494 -0.244
H -1.0031 -3.2378 0.7085 0.135 1.035 -0.626
H -1.4626 2.1630 1.4861 -1.276 -0.719 -0.811
C 1.6314 -0.0288 1.4625 1.470 4.559 3.138
C 2.8659 -0.5047 2.2364 0.870 0.713 1.790
C 1.8942 0.8715 0.3153 0.105 1.115 0.351
H 1.1348 -0.8217 1.1502 -2.645 -3.597 -1.068
H 1.0313 0.5878 2.2422 0.529 -1.346 -1.124
H 3.3850 0.2928 2.9174 -1.498 -1.115 -0.930
H 3.7749 -0.8804 1.7517 -0.650 -0.264 -0.806
H 1.0911 1.4529 -0.1405 -0.133 0.470 0.897
H 2.8068 1.3853 0.5299 0.261 1.353 0.093
H 2.4394 -1.3160 2.8558 0.797 0.328 0.186
H 2.1657 0.3240 -0.4962 0.980 -2.170 -2.520
```
Positions in Å, forces in eV/Å.

Calculated values
Energy relative to the best compared isomer or geometry (same formula, charge and spin) ... 2.2756 eV
Gap between HOMO and LUMO ... 8.56 eV

Number 1: calculated total energy -6161.96592 a.u.. Number 2: calculated total energy -9187.84010 a.u.. Number 3: calculated total energy -3433.70909 a.u.. Number 4: calculated total energy -1742.59965 a.u.. Number 5: calculated total energy -2257.25924 a.u.. Number 6: calculated total energy -2577.37013 a.u.. Number 7: calculated total energy -522.13665 a.u..